Record 1
81
Properties=species:S:1:pos:R:3:lowdin_spin:R:1 method="wB97M-V/def2-TZVPD" relative_energy_ev=1.582 gap_ev="7.561 / 6.724" multiplicity=5 lumo_energy_ev="-6.017 / -7.125" charge=+2 s2=6.020
C 2.354 4.218 -0.867 0.002
C 1.336 3.561 -1.580 0.001
C 1.408 3.485 -3.001 0.001
C 2.411 4.246 -3.619 0.000
N 3.336 4.939 -2.939 0.001
C 3.316 4.924 -1.601 0.000
C 0.204 3.223 -0.764 0.012
C -0.463 2.461 -0.043 0.001
C -1.731 2.394 0.658 0.014
C -2.145 1.158 1.345 0.019
C -3.545 0.906 1.575 0.020
C -4.447 1.846 1.124 -0.004
C -4.086 3.133 0.690 0.013
C -2.721 3.461 0.469 -0.003
Fe -1.426 -0.582 0.694 3.596
P 1.582 -0.563 -0.241 0.081
H 0.686 2.953 -3.617 0.000
H 2.335 4.291 0.221 0.000
H 2.488 4.304 -4.723 0.000
H 4.107 5.495 -1.076 0.000
H -2.486 4.472 0.077 0.000
H -1.594 0.438 2.130 0.011
H -4.952 3.811 0.492 0.001
H -3.781 -0.065 2.045 0.002
C 2.277 -2.282 0.101 0.007
C 3.507 -2.801 -0.645 0.002
H 1.425 -2.950 -0.100 0.000
H 2.455 -2.322 1.189 0.000
H 3.685 -3.849 -0.358 0.001
H 3.385 -2.788 -1.738 0.000
H 4.417 -2.242 -0.393 0.000
C 2.094 -0.223 -1.995 0.011
C 3.460 0.304 -2.421 0.003
H 1.347 0.517 -2.299 0.000
H 1.880 -1.137 -2.560 0.000
H 3.491 0.407 -3.513 0.001
H 3.688 1.300 -2.031 0.000
H 4.290 -0.359 -2.169 0.000
C 2.808 0.553 0.671 0.012
C 4.309 0.241 0.766 0.004
H 2.389 0.630 1.685 0.000
H 2.671 1.535 0.190 0.000
H 4.779 1.021 1.386 0.001
H 4.522 -0.729 1.247 0.000
H 4.817 0.274 -0.207 0.000
Br -6.326 1.184 1.110 0.000
P -1.845 -1.769 -1.650 0.059
C -0.694 -2.703 -2.694 0.009
C -1.075 -4.039 -3.332 0.003
H 0.208 -2.858 -2.074 0.001
H -0.409 -1.993 -3.483 0.000
H -0.173 -4.414 -3.844 0.001
H -1.368 -4.797 -2.594 0.000
H -1.866 -3.956 -4.083 0.000
C -2.807 -2.820 -0.499 0.026
C -4.209 -3.310 -0.856 0.006
H -2.893 -2.257 0.466 0.010
H -2.150 -3.679 -0.291 0.001
H -4.574 -3.892 0.009 0.000
H -4.921 -2.486 -1.017 0.000
H -4.232 -3.970 -1.731 0.001
C -2.751 -0.567 -2.625 0.009
C -3.322 -0.929 -3.988 0.003
H -2.040 0.266 -2.767 0.001
H -3.540 -0.180 -1.964 0.001
H -3.886 -0.060 -4.347 0.000
H -2.553 -1.129 -4.744 0.000
H -4.004 -1.778 -3.975 0.000
N -0.047 -0.825 2.332 0.034
C 0.303 -0.497 3.415 0.019
C 0.297 -0.155 4.810 0.001
C -0.966 0.148 5.391 0.003
C -1.132 0.199 6.780 0.000
C -0.028 -0.016 7.617 0.003
C 1.260 -0.160 7.067 0.000
C 1.435 -0.221 5.673 0.003
H -1.840 0.307 4.744 0.000
H -2.129 0.388 7.202 0.000
H -0.168 -0.057 8.696 0.000
H 2.123 -0.243 7.745 0.000
H 2.440 -0.342 5.251 0.000

Record 2
70
Properties=species:S:1:pos:R:3:lowdin_spin:R:1 method="wB97M-V/def2-TZVPD" relative_energy_ev=0.000 gap_ev="4.409 / 4.528" multiplicity=5 lumo_energy_ev="-10.635 / -10.516" charge=+3 s2=6.005
Ho -0.135 -0.301 -0.204 4.042
P 2.185 1.050 0.786 -0.008
P -2.080 1.746 0.123 -0.007
P 0.632 1.052 -2.456 -0.007
H -1.188 -2.842 -0.715 0.000
C -0.268 -2.573 -1.261 -0.002
C 0.971 -2.496 -0.652 -0.005
H 1.130 -2.731 0.415 0.000
C 2.768 0.728 2.502 -0.001
C 2.016 2.880 0.913 -0.001
C 3.785 0.880 -0.091 -0.001
C -3.689 1.279 -0.623 -0.001
C -2.616 2.158 1.825 -0.001
C -1.896 3.447 -0.545 -0.001
C 1.867 0.019 -3.325 0.000
C 1.310 2.727 -2.691 -0.001
C -0.905 1.157 -3.436 -0.001
H -0.352 -2.613 -2.352 0.000
H 1.889 -2.420 -1.246 0.000
H 2.683 -0.347 2.715 0.000
H 2.161 1.286 3.228 0.000
H 3.819 1.024 2.635 0.000
H 1.214 3.121 1.624 0.000
H 1.782 3.338 -0.057 0.000
H 2.965 3.284 1.289 0.000
H 4.044 -0.187 -0.150 0.000
H 4.539 1.406 0.511 0.000
H 3.756 1.298 -1.106 0.000
H -4.422 2.090 -0.518 0.000
H -4.068 0.382 -0.121 0.000
H -3.558 1.044 -1.686 0.000
H -3.419 2.909 1.810 0.000
H -1.776 2.554 2.408 0.000
H -2.981 1.257 2.331 0.000
H -2.759 4.061 -0.249 0.000
H -1.821 3.446 -1.637 0.000
H -0.984 3.905 -0.143 0.000
H 1.978 0.355 -4.364 0.000
H 1.577 -1.041 -3.329 0.000
H 2.839 0.080 -2.816 0.000
H 1.376 2.927 -3.772 0.000
H 2.306 2.813 -2.237 0.000
H 0.643 3.463 -2.221 0.000
H -0.667 1.462 -4.460 0.000
H -1.623 1.867 -3.006 0.000
H -1.409 0.184 -3.470 0.000
C -0.572 -2.952 -6.203 0.000
C -1.646 -2.849 -7.103 0.000
C -1.918 -3.879 -8.004 0.000
C -1.096 -5.011 -8.052 0.000
C 0.092 -5.030 -7.305 0.000
C 0.381 -3.982 -6.412 0.000
S -0.438 -1.715 -4.962 0.000
H -1.453 -2.020 -4.025 0.000
H -2.232 -1.935 -7.072 0.000
H -2.758 -3.797 -8.690 0.000
H -1.350 -5.858 -8.697 0.000
H 0.807 -5.852 -7.444 0.000
H 1.341 -3.923 -5.892 0.000
C -1.049 0.830 5.193 0.000
N -0.192 -0.163 4.482 0.000
C 0.526 -1.192 5.277 0.000
C -0.256 -0.294 3.199 0.001
N -0.244 -0.419 2.020 -0.006
H -0.986 0.615 6.259 0.000
H -2.099 0.745 4.883 0.000
H -0.692 1.858 5.028 0.000
H 0.214 -2.200 4.974 0.000
H 1.614 -1.097 5.144 0.000
H 0.275 -1.044 6.325 0.000

Record 3
9
Properties=species:S:1:pos:R:3:lowdin_charge:R:1 method="wB97M-V/def2-TZVPD" relative_energy_ev=4.901 gap_ev=9.333 lumo_energy_ev=-0.684 charge=0
C 0.949 0.098 1.573 0.122
C -0.704 0.165 -0.789 -0.598
C 0.602 0.061 -0.057 -0.391
F 0.459 -1.091 1.917 -0.041
F -0.956 -0.966 -1.413 0.012
F 1.468 1.126 -0.218 -0.055
Br -1.854 0.736 0.764 0.712
H 1.099 -0.869 -0.141 0.119
H -1.063 0.742 -1.636 0.119

Record 4
14
Properties=species:S:1:pos:R:3:lowdin_charge:R:1 method="wB97M-V/def2-TZVPD" relative_energy_ev=5.916 gap_ev="7.350 / 7.338" lumo_energy_ev="-1.217 / -1.223" charge=0
C 3.185 -0.983 -0.243 0.153
C 2.301 -0.628 0.520 -0.290
C 1.304 -0.412 1.414 0.090
C -0.559 0.110 -0.613 -0.200
C -1.374 0.792 0.387 -0.214
C -2.040 0.011 -0.627 -0.170
H 3.965 -1.272 -0.900 0.031
H -0.069 -0.830 -0.272 0.079
H 1.209 0.640 1.701 0.029
H 0.022 0.659 -1.335 0.105
H -1.405 1.856 0.315 0.099
H -1.439 0.394 1.376 0.094
H -2.557 -0.877 -0.318 0.101
H -2.542 0.542 -1.406 0.092

Record 5
98
Properties=species:S:1:pos:R:3:lowdin_spin:R:1 method="wB97M-V/def2-TZVPD" gap_ev="4.959 / 5.628" multiplicity=2 lumo_energy_ev="4.120 / 4.115" charge=-2 s2=0.767
Ti 0.945 -0.414 -0.338 0.733
S 3.499 -1.068 -0.374 -0.003
C 3.375 0.566 -1.000 0.012
C 4.434 1.248 -1.590 -0.002
C 4.243 2.560 -1.994 0.014
C 3.012 3.174 -1.826 -0.001
C 1.956 2.480 -1.238 0.011
C 2.113 1.170 -0.813 -0.002
S -1.042 0.611 -0.993 -0.023
H 5.393 0.761 -1.720 -0.001
H 5.065 3.110 -2.445 0.001
H 2.878 4.203 -2.149 -0.001
H 0.997 2.977 -1.103 0.001
Br 2.522 -5.880 -1.278 0.012
C 1.671 -4.185 -1.508 0.062
C 0.460 -3.946 -0.871 -0.001
C -0.200 -2.758 -1.115 0.051
C 0.335 -1.760 -1.975 0.011
C 1.567 -2.071 -2.602 0.047
C 2.230 -3.259 -2.386 0.005
H 0.033 -4.696 -0.212 -0.002
H -1.205 -2.622 -0.719 0.006
H 1.990 -1.357 -3.305 0.002
H 3.178 -3.468 -2.868 -0.001
C 0.112 0.609 -5.933 0.000
C -0.690 0.472 -4.634 0.000
C -1.480 1.775 -4.408 0.000
O 0.167 0.258 -3.550 0.002
B -0.586 -0.510 -2.519 0.008
O -1.812 -0.998 -3.214 0.003
C -1.648 -0.769 -4.583 0.000
C -3.015 -0.541 -5.236 0.000
C -1.001 -2.011 -5.236 0.000
H 0.674 1.540 -5.900 0.000
H -0.564 0.632 -6.787 0.000
H 0.821 -0.205 -6.054 0.000
H -0.771 2.580 -4.220 0.000
H -2.106 1.663 -3.527 0.000
H -2.092 2.033 -5.272 0.000
H -3.582 0.190 -4.670 0.000
H -3.572 -1.476 -5.236 0.000
H -2.891 -0.200 -6.263 0.000
H -0.007 -2.165 -4.824 0.001
H -0.941 -1.919 -6.320 0.000
H -1.603 -2.886 -4.993 0.000
C 3.382 -1.869 3.146 0.000
C 1.902 -2.252 3.193 -0.002
C 1.800 -3.575 2.431 0.000
C 1.551 -2.495 4.665 -0.001
Si 0.754 -0.892 2.216 0.020
C -1.157 -1.339 2.851 -0.002
C -1.575 -0.716 4.185 -0.001
C -1.473 -2.838 2.920 0.000
C -2.095 -0.769 1.790 0.001
C 1.274 0.930 2.972 0.010
C 1.364 1.122 4.488 0.001
C 0.262 1.929 2.407 0.008
C 2.635 1.332 2.399 0.006
H 3.998 -2.708 3.485 0.000
H 3.600 -1.024 3.793 0.000
H 3.685 -1.618 2.131 0.000
H 2.148 -3.425 1.409 0.000
H 0.784 -3.956 2.396 0.000
H 2.424 -4.344 2.896 0.000
H 2.129 -3.336 5.060 0.000
H 0.501 -2.722 4.806 0.000
H 1.781 -1.619 5.265 0.000
H -0.917 -1.010 4.999 0.000
H -2.592 -1.036 4.438 0.000
H -1.584 0.368 4.104 0.000
H -0.882 -3.360 3.668 0.000
H -1.307 -3.310 1.953 0.000
H -2.527 -2.983 3.185 0.000
H -1.835 0.257 1.553 0.000
H -3.135 -0.801 2.130 0.000
H -2.030 -1.328 0.857 0.001
H 0.435 0.876 4.989 0.000
H 1.599 2.167 4.716 0.001
H 2.160 0.512 4.909 0.000
H -0.714 1.793 2.874 0.000
H 0.168 1.781 1.325 0.006
H 0.579 2.960 2.591 0.000
H 3.439 0.701 2.760 0.000
H 2.873 2.365 2.666 0.000
H 2.614 1.269 1.312 0.005
C -2.481 4.758 0.072 0.000
Sb -2.991 2.926 1.121 0.000
C -5.007 2.944 0.253 0.000
C -3.712 4.086 2.881 0.000
H -3.290 5.481 0.134 0.000
H -2.289 4.506 -0.962 0.000
H -1.581 5.184 0.500 0.000
H -5.671 2.355 0.879 0.000
H -4.969 2.495 -0.733 0.000
H -5.385 3.959 0.174 0.000
H -3.620 5.154 2.715 0.000
H -3.126 3.823 3.755 0.000
H -4.751 3.846 3.081 0.000

| no. | E_tot (eV) |
| --- | --- |
| 1 | -159849.5327 |
| 2 | -88891.7350 |
| 3 | -81332.6896 |
| 4 | -6344.8681 |
| 5 | -169148.2431 |